# C29H43Cl7DyN3O4Si

A molecular structure, C29H43Cl7DyN3O4Si at a distorted geometry (ωB97M-V with the def2-TZVPD basis set, OMol25).

**Expectation value of S²**: 9.08
**Kohn-Sham gap (spin up / spin down)**: 7.3217 / 7.3524 eV
**Charge**: 0
**HOMO energy (spin up / spin down)**: -0.270 / -0.271 Eh
**Spin multiplicity**: 6
**LUMO energy (spin up / spin down)**: 0.0 / 0.0 eV

```
88
C29H43Cl7DyN3O4Si | OMol25 | ωB97M-V with the def2-TZVPD basis set
C 0.68873 1.62344 -6.15609
H -1.48742 -1.85615 -0.45494
H -0.88264 5.25852 -1.14330
Cl 4.84181 0.82740 5.17923
H -3.25173 -1.65094 -0.87035
H -3.99669 -0.73335 -3.64300
C -1.18063 5.16581 -0.08366
H 2.66396 -1.45089 -4.74466
C -1.03729 -0.08838 6.38138
C 2.56354 -2.20803 -3.95227
O -0.49790 1.67233 0.46902
H -0.60916 1.58070 -1.80166
C 0.25756 0.31761 -5.97198
H 0.27254 -4.77692 -0.14583
Cl 1.20115 4.83473 5.56953
H 3.63996 -2.96932 -1.58261
H 2.31968 -2.39595 -0.58181
H 0.05734 -2.70657 2.89728
H 1.81769 3.21741 -5.26527
H -2.91925 0.55833 3.63756
H -3.42821 0.20745 5.31701
N -0.76766 -4.06891 1.56411
Dy 0.95108 0.03613 0.78559
Cl 2.84386 1.72133 0.16928
H -0.97572 1.64910 -3.51751
O 1.01543 -0.37394 -1.20850
H 2.32100 -4.34122 -3.86964
C 3.05691 2.87204 5.17380
H -0.30427 -0.19760 -6.72946
H -1.14466 -5.71011 0.39298
H 2.73653 -3.64651 -5.46513
H 0.49858 -0.49515 4.42430
C -2.68117 0.70477 4.68663
H -1.85991 -0.59514 6.91097
H -2.63438 -0.86999 -4.93136
Si -1.95083 -0.59251 -2.59758
H -0.89887 -4.97640 3.48217
C -2.25591 -1.13287 -0.80822
C 0.56142 -0.37055 -4.80649
N -1.32420 3.74617 0.24064
Cl -1.02506 -2.28598 -3.18103
C 1.20168 0.26193 -3.71422
C -0.47089 -0.14961 4.01281
C 1.83895 3.46577 4.73699
H -0.13510 -0.71318 6.45372
C -0.06708 -2.96181 1.83260
C 2.56222 -2.77069 -1.57616
H 0.73422 3.31533 0.19988
C 1.07426 2.86306 3.71033
H -2.25502 1.85803 -2.35398
C 1.73190 -0.45244 -2.39200
H 2.22361 2.04262 -3.10114
H -0.83813 0.87722 6.88604
Cl 2.90993 -0.67365 3.11861
C 2.91867 -3.56939 -4.38302
H -2.87373 2.37379 -0.25596
C 1.67096 1.55947 -3.91262
C 1.56340 1.72483 3.12536
C -1.55414 -4.69318 2.64071
N -1.38266 0.08822 4.97041
H -2.67528 2.67659 1.50453
O -0.67827 -0.03246 2.77713
H -3.10228 0.77454 -4.29699
C -0.75340 -4.69758 0.24390
H -0.40442 5.62193 0.56107
C 2.22200 -1.86406 -2.70003
H -2.67325 1.77587 4.93496
H -1.38390 -4.15944 -0.48271
H 0.51243 2.12646 -7.08624
H 2.04900 -3.72351 -1.70663
H -2.30596 -0.30556 -0.09531
O 0.45682 -2.25222 0.91661
C 2.60523 1.03997 3.66179
H 0.29704 -1.41977 -4.75848
C 1.41267 2.22750 -5.11509
C -3.06489 -0.31155 -4.06755
H 2.60410 0.17521 -2.13365
H -3.37257 3.96000 0.45481
H -2.02247 -5.59826 2.22265
H 3.98807 -3.77875 -4.21653
Cl 4.00673 3.67874 6.33434
C 3.44928 1.63394 4.62397
C -2.64356 3.14632 0.50052
C -0.28660 2.91227 0.29384
C -1.33938 1.25095 -2.55676
H -2.16007 5.63639 0.10448
H -2.32166 -3.98033 3.01046
Cl -0.46359 3.54064 3.30347
```